Record 1
Molecular formula: C18H22N2O3S2
Method: DFT, wB97M-V/def2-TZVPD

Positions of all 47 atoms, in Å:
H 1.566 0.226 1.486
N -1.031 -0.359 -0.466
H -0.250 -1.162 6.957
H -2.703 -0.956 -5.401
H -1.552 -0.829 0.263
H -3.381 -2.542 -3.690
H 3.123 -0.036 7.641
C 2.061 -1.123 3.880
C -0.258 1.272 1.994
C -0.139 -1.300 4.832
C 2.588 -0.959 5.146
C -2.750 -1.710 -3.415
H 2.712 -1.133 3.018
O 1.039 0.455 -0.958
H 1.595 0.567 -4.879
C 0.693 -1.280 3.724
H -1.201 -1.435 4.699
C -2.365 -0.806 -4.389
H -2.597 -2.308 -1.358
C -1.518 -0.497 -1.775
H -1.333 1.153 1.871
H 2.831 -1.744 7.947
H 0.045 2.209 1.531
H -1.090 0.041 -6.764
N -1.140 1.205 -5.009
H -0.973 1.806 -6.951
C -1.563 0.290 -4.057
C -1.459 1.005 -6.401
C -2.321 -1.582 -2.108
C 0.212 0.082 -0.153
C 1.768 -0.968 6.270
C 0.402 -1.147 6.096
H -2.537 1.067 -6.561
H -0.638 1.326 -2.425
H 1.413 1.016 -3.154
S 0.051 2.350 -4.642
O -0.377 3.159 -3.543
H 3.654 -0.830 5.265
H 2.350 2.051 -4.259
C 1.504 1.380 -4.171
S -0.013 -1.490 2.101
O 0.350 3.023 -5.872
C 2.360 -0.811 7.637
H -0.030 1.316 3.058
H 1.594 -0.558 8.367
C 0.489 0.116 1.343
C -1.181 0.450 -2.727

Summary:
Net charge = 0
Spin multiplicity = 1
ΔE to the lowest compared entry with this formula, charge and spin = 8.9 kcal per mole
SMILES = Cc1ccc(S[C@H](C)C(=O)Nc2cccc(N(C)S(C)(=O)=O)c2)cc1
HOMO-LUMO gap = 9.09 eV

Record 2
Molecular formula: C18H22N3O4Pd
Method: DFT, wB97M-V/def2-TZVPD

Positions of all 48 atoms, in Å:
O 1.151 2.003 1.374
H 2.439 -2.056 -4.530
C 3.212 -0.808 2.498
H -3.582 0.307 2.920
H 4.213 -0.402 2.465
H 1.741 0.842 -3.614
C 2.296 -1.869 -3.466
C 2.123 -0.024 2.157
C 0.943 0.196 -3.982
C 2.162 1.399 1.690
N 0.888 -0.502 2.194
N 0.594 -0.721 -0.703
C 2.968 -2.122 2.874
C -3.308 3.177 -0.284
O -1.625 -1.220 2.064
C 0.636 -1.759 2.532
H -0.079 -2.207 -4.835
H -3.643 3.821 -1.081
C -3.441 1.388 2.982
C 1.668 -2.612 2.889
H 3.790 -2.768 3.150
H -1.166 -1.556 -3.602
H 1.491 -3.642 3.171
O 3.365 1.921 1.654
O -1.280 -3.274 2.727
H -1.044 1.440 -1.800
H -2.609 1.585 3.666
H -1.194 3.181 -2.049
H 2.320 -2.826 -2.944
H -4.960 3.252 1.229
H 3.313 2.842 1.347
H -0.045 2.558 -0.869
H -4.335 1.811 3.435
Pd -0.638 0.676 1.515
H -0.209 -3.007 -3.264
C -4.001 2.870 0.917
H -0.585 -3.880 3.015
C -1.041 2.410 -1.295
C -0.204 -2.039 -3.765
C 0.951 -1.161 -3.265
H 3.123 -1.253 -3.112
C 0.757 -0.923 -1.823
N -2.074 1.785 0.911
H -0.009 0.709 -3.849
H 1.099 0.030 -5.048
C -0.837 -2.073 2.429
C -3.219 2.007 1.640
C -2.117 2.497 -0.264

Summary:
Net charge = +1
Spin multiplicity = 1
ΔE to the lowest compared entry with this formula, charge and spin = 8.7 kcal per mole
HOMO-LUMO gap = 4.86 eV

Record 3
Molecular formula: C18H22N4NaO2S
Method: DFT, wB97M-V/def2-TZVPD

Positions of all 48 atoms, in Å:
C 1.409 -1.744 0.109
C -2.984 -1.632 -1.916
N 1.356 2.315 -0.667
C -2.489 -0.795 -2.989
H 1.183 4.126 0.280
Na -0.799 0.654 -0.075
C -3.869 -2.061 -4.502
C -3.946 -2.625 -2.183
H 3.260 1.730 -1.395
H 1.023 2.689 -1.534
H -0.415 -0.747 3.970
H 2.512 2.875 5.055
H 2.763 3.697 0.416
H 2.773 1.119 0.116
C 1.745 3.195 0.410
C 1.245 -1.415 1.554
C -4.391 -2.805 -3.438
H -4.044 -2.334 -5.531
H 0.907 -2.677 -0.052
H -4.952 -3.663 -3.697
H 1.498 -2.329 2.170
C -2.978 -1.037 -4.331
C -2.381 -1.589 -0.503
C 1.167 1.486 4.136
O -2.842 -0.657 0.222
H 1.149 0.863 4.989
H -2.563 -0.540 -5.185
O -1.489 -2.435 -0.167
S -1.340 0.466 -2.652
N 0.612 1.710 1.874
C -0.354 -0.148 2.996
H 0.254 -0.950 -1.530
N -0.122 -1.001 1.891
H 1.461 0.359 -2.464
H 3.094 3.800 2.605
N 1.060 -0.855 -0.902
H 1.927 -0.668 1.866
H 2.481 -1.976 0.003
C 2.276 3.140 2.910
C 2.389 1.328 -0.819
C 0.473 1.074 3.044
H -0.916 -1.615 1.669
H -4.274 -3.160 -1.314
C 2.023 0.023 -1.569
H -1.457 0.212 2.920
C 2.067 2.569 4.124
C 1.512 2.640 1.796
H 2.988 -0.612 -1.713

Summary:
Net charge = -1
Spin multiplicity = 1
HOMO-LUMO gap = 5.23 eV